{"formula": "C8H13O2S", "method": "the ωB97M-V functional and the def2-TZVPD basis", "gap_ha": 0.2143, "lumo_energy_ev": 3.1, "de_lowest_ev": 2.524, "charge": -1, "e_homo_ev": -2.8, "symbols": ["O", "H", "C", "S", "O", "C", "H", "H", "H", "H", "H", "H", "C", "C", "C", "C", "C", "C", "H", "H", "H", "H", "H", "H"], "positions_angstrom": [[-1.965, -2.048, 0.752], [-1.607, -1.148, 0.528], [1.802, -2.458, 0.142], [1.035, -3.590, 1.278], [2.037, -4.808, 1.513], [1.171, -2.562, 2.578], [2.728, -2.298, 0.513], [1.186, -1.604, 0.162], [1.961, -2.766, -0.963], [2.285, -2.325, 2.632], [1.005, -2.967, 3.614], [0.873, -1.519, 2.345], [0.014, 1.851, -1.939], [0.065, 3.343, -1.791], [-0.991, 3.992, -1.061], [-2.146, 3.153, -0.546], [-2.015, 1.797, -0.617], [-1.007, 1.119, -1.428], [0.790, 1.271, -2.582], [0.836, 3.913, -2.205], [-1.096, 4.890, -0.870], [-3.165, 3.499, -0.251], [-2.755, 1.247, -0.234], [-1.042, 0.019, -1.569]]}